No. 1
Density functional theory data (the ωB97M-V functional and the def2-TZVPD basis) for the molecule C6H7N3O.

LUMO energy	0.0271	Ha
HOMO-LUMO gap	9.78	eV
HOMO	-9.04	eV
ΔE to the lowest compared entry with this formula, charge and spin	114.45	kJ/mol

Structure (XYZ):
```
17
C6H7N3O (the ωB97M-V functional and the def2-TZVPD basis)
N 0.188 -1.869 2.034
C -1.085 -1.797 1.570
O -2.057 -2.426 1.872
N -1.318 -0.607 0.707
C -0.361 0.088 -0.041
C -0.885 1.162 -0.785
C -0.031 1.877 -1.565
C 1.321 1.415 -1.674
C 1.712 0.441 -0.936
N 0.895 -0.285 -0.055
H 0.981 -1.494 1.414
H 0.145 -2.612 2.616
H -2.111 -0.302 0.808
H -2.084 1.514 -0.740
H -0.127 2.799 -2.270
H 2.111 1.930 -2.031
H 2.707 0.163 -0.923
```

How is the electron density shared among the atoms? According to natural (NBO), the charges in e are:
1. N -0.86
2. C 0.80
3. O -0.61
4. N -0.61
5. C 0.38
6. C -0.27
7. C -0.15
8. C -0.31
9. C 0.06
10. N -0.52
11. H 0.46
12. H 0.39
13. H 0.37
14. H 0.23
15. H 0.24
16. H 0.22
17. H 0.19


No. 2
Density functional theory data (the ωB97M-V functional and the def2-TZVPD basis) for a cluster of 2 separate species, C6H7N3O4 in total.

LUMO energy	0.0098	Ha
HOMO-LUMO gap	10.16	eV
HOMO	-9.89	eV
ΔE to the lowest compared entry with this formula, charge and spin	0.00	kJ/mol

Structure (XYZ):
```
20
C6H7N3O4 (the ωB97M-V functional and the def2-TZVPD basis)
O 2.077 -0.036 1.426
C 1.017 -0.607 1.231
C 0.465 -1.694 2.037
C -0.708 -2.248 1.684
N -1.396 -1.803 0.582
C -0.877 -0.763 -0.128
O -1.590 -0.335 -1.147
N 0.242 -0.210 0.166
H 1.009 -2.025 2.904
H -1.170 -3.056 2.231
H -2.277 -2.206 0.299
H -1.123 0.459 -1.543
H -0.213 2.259 -0.652
N -0.041 1.858 -1.575
C 1.137 2.024 -1.993
C 2.240 2.752 -1.253
O 2.680 3.778 -1.700
O 2.656 2.240 -0.109
H 1.389 1.641 -2.978
H 2.283 1.383 0.225
```

How is the electron density shared among the atoms? According to natural (NBO), the charges in e are:
1. O -0.63
2. C 0.62
3. C -0.36
4. C 0.05
5. N -0.57
6. C 0.74
7. O -0.68
8. N -0.62
9. H 0.24
10. H 0.22
11. H 0.43
12. H 0.53
13. H 0.36
14. N -0.64
15. C 0.08
16. C 0.72
17. O -0.55
18. O -0.68
19. H 0.19
20. H 0.53


No. 3
Density functional theory data (the ωB97M-V functional and the def2-TZVPD basis) for a structure of composition C6H7N3S.

LUMO energy	0.0192	Ha
HOMO-LUMO gap	9.78	eV
HOMO	-9.26	eV
ΔE to the lowest compared entry with this formula, charge and spin	69.08	kJ/mol

Structure (XYZ):
```
17
C6H7N3S (the ωB97M-V functional and the def2-TZVPD basis)
C -0.842 0.238 2.143
C -0.006 1.530 -1.438
C -0.612 0.402 -2.246
C 1.366 -0.909 1.756
C -0.090 -0.674 1.325
C 0.273 -0.168 -0.069
N -1.422 0.976 2.796
N 0.400 1.203 -0.291
N -0.695 -0.720 -1.334
S 1.926 -0.964 0.012
H 0.102 2.536 -1.801
H -1.572 0.692 -2.680
H 0.076 0.138 -3.059
H 1.790 -0.044 2.265
H 1.556 -1.819 2.320
H -0.627 -1.623 1.232
H -1.624 -0.794 -0.930
```

How is the electron density shared among the atoms? According to natural (NBO), the charges in e are:
1. C 0.28
2. C 0.15
3. C -0.32
4. C -0.47
5. C -0.39
6. C 0.20
7. N -0.29
8. N -0.45
9. N -0.63
10. S 0.21
11. H 0.20
12. H 0.22
13. H 0.21
14. H 0.23
15. H 0.23
16. H 0.27
17. H 0.35


No. 4
Density functional theory data (the ωB97M-V functional and the def2-TZVPD basis) for a cluster of 2 separate species, C6H7N3S in total.

LUMO energy (spin up / spin down)	-0.0598 / -0.0577	Ha
HOMO-LUMO gap (spin up / spin down)	7.04 / 6.91	eV
HOMO (spin up / spin down)	-8.67 / -8.48	eV
ΔE to the lowest compared entry with this formula, charge and spin	234.79	kJ/mol

Structure (XYZ):
```
17
C6H7N3S (the ωB97M-V functional and the def2-TZVPD basis)
C 3.809 -0.291 -1.392
C 2.117 -0.049 -0.012
C -0.841 -0.373 -0.639
C 3.291 -0.182 0.658
C 0.165 -2.648 -0.644
C -0.977 -1.656 -0.246
N 4.305 -0.299 -0.179
N -0.884 0.792 -0.702
N 2.454 -0.044 -1.323
S 3.400 -0.370 2.349
H 4.287 -0.474 -2.297
H -0.244 -3.636 -1.002
H 0.586 -2.972 0.317
H 0.962 -2.173 -1.240
H 1.242 0.201 0.474
H -2.019 -1.997 0.050
H 1.731 -0.089 -2.008
```

How is the electron density shared among the atoms? According to natural (NBO), the charges in e are:
1. C 0.18
2. C -0.04
3. C 0.15
4. C -0.13
5. C -0.66
6. C -0.17
7. N -0.44
8. N -0.27
9. N -0.52
10. S 0.08
11. H 0.20
12. H 0.24
13. H 0.25
14. H 0.23
15. H 0.24
16. H 0.24
17. H 0.42


No. 5
Density functional theory data (the ωB97M-V functional and the def2-TZVPD basis) for the ion C6H7N4O with charge -1.

LUMO energy	0.1392	Ha
total charge	-1
HOMO-LUMO gap	6.37	eV
HOMO	-2.58	eV
ΔE to the lowest compared entry with this formula, charge and spin	277.57	kJ/mol

Structure (XYZ):
```
18
C6H7N4O (the ωB97M-V functional and the def2-TZVPD basis)
C -1.681 0.676 -0.711
C 1.152 1.306 -2.481
C -0.377 0.784 -1.192
C 0.827 1.039 -0.295
C -0.988 0.026 1.551
C -0.324 -1.232 1.425
N -0.060 0.968 -2.525
N 1.016 1.052 0.917
N 1.739 1.642 -1.339
N -1.796 0.528 0.646
O -2.867 1.177 1.161
H -2.589 1.042 -1.172
H 1.743 1.449 -3.406
H -1.368 0.323 2.500
H 0.455 -1.225 2.138
H 0.137 -1.368 0.435
H -1.111 -1.813 1.612
H 2.719 1.558 -1.311
```

How is the electron density shared among the atoms? According to natural (NBO), the charges in e are:
1. C -0.06
2. C 0.25
3. C 0.00
4. C 0.21
5. C 0.19
6. C -0.66
7. N -0.51
8. N -0.61
9. N -0.63
10. N -0.04
11. O -0.75
12. H 0.22
13. H 0.15
14. H 0.21
15. H 0.22
16. H 0.23
17. H 0.20
18. H 0.38


No. 6
Density functional theory data (the ωB97M-V functional and the def2-TZVPD basis) for a structure of composition C6H7N4O2.

LUMO energy	-0.1960	Ha
total charge	+1
HOMO-LUMO gap	8.42	eV
HOMO	-13.75	eV
ΔE to the lowest compared entry with this formula, charge and spin	494.05	kJ/mol

Structure (XYZ):
```
19
C6H7N4O2 (the ωB97M-V functional and the def2-TZVPD basis)
C 0.830 -0.015 -1.073
C 0.920 -0.261 1.127
C 1.739 0.599 0.080
C -0.199 1.129 -0.819
C 0.083 -0.893 0.051
C -1.083 0.176 0.072
N 0.078 0.952 1.435
N -0.050 -2.285 0.068
N -2.593 0.012 0.080
N 0.624 1.635 0.269
O -2.987 -0.783 0.835
O -3.065 0.667 -0.824
H 1.040 -0.277 -2.222
H 1.394 -0.737 2.015
H 2.727 1.198 0.170
H -0.457 1.737 -1.666
H -0.248 -2.749 -0.794
H 0.480 -2.705 0.782
H 0.767 2.599 0.415
```

How is the electron density shared among the atoms? According to natural (NBO), the charges in e are:
1. C -0.24
2. C -0.10
3. C -0.02
4. C -0.10
5. C 0.10
6. C 0.27
7. N -0.16
8. N -0.81
9. N 0.52
10. N -0.24
11. O -0.25
12. O -0.33
13. H 0.29
14. H 0.26
15. H 0.28
16. H 0.27
17. H 0.41
18. H 0.40
19. H 0.44


No. 7
Density functional theory data (the ωB97M-V functional and the def2-TZVPD basis) for a structure of composition C6H7N5.

LUMO energy	0.0192	Ha
HOMO-LUMO gap	9.23	eV
HOMO	-8.71	eV
ΔE to the lowest compared entry with this formula, charge and spin	356.54	kJ/mol

Structure (XYZ):
```
18
C6H7N5 (the ωB97M-V functional and the def2-TZVPD basis)
C 2.708 0.700 0.061
C 0.482 -1.842 0.095
C -0.387 -0.741 0.009
C -1.837 -0.314 0.026
C -1.300 1.907 -0.014
C 0.448 0.371 -0.066
H 3.414 0.263 -0.654
H 3.320 0.997 1.242
H 2.558 1.763 -0.325
H -0.141 -2.834 -0.181
H -2.534 -2.209 -0.268
H -3.726 -0.732 0.022
H -1.406 2.935 -0.177
N 1.612 -0.105 0.057
N 1.753 -1.516 0.028
N -2.739 -1.275 0.003
N -2.248 0.981 0.252
N 0.022 1.651 -0.110
```

How is the electron density shared among the atoms? According to natural (NBO), the charges in e are:
1. C -0.40
2. C 0.01
3. C -0.30
4. C 0.50
5. C 0.30
6. C 0.38
7. H 0.22
8. H 0.18
9. H 0.25
10. H 0.20
11. H 0.41
12. H 0.43
13. H 0.20
14. N -0.23
15. N -0.24
16. N -0.78
17. N -0.57
18. N -0.55


No. 8
Density functional theory data (the ωB97M-V functional and the def2-TZVPD basis) for a structure of composition C6H7NO.

LUMO energy	0.0313	Ha
HOMO-LUMO gap	10.14	eV
HOMO	-9.29	eV
ΔE to the lowest compared entry with this formula, charge and spin	269.52	kJ/mol

Structure (XYZ):
```
15
C6H7NO (the ωB97M-V functional and the def2-TZVPD basis)
C -1.995 -0.606 -0.531
C -0.803 0.225 -0.325
C 0.502 -0.462 -0.709
C -0.056 0.134 1.032
C 1.206 1.008 0.773
C 1.574 0.652 -0.468
H -1.983 -1.595 -0.087
H -0.955 1.251 -0.762
H 0.540 -0.932 -1.682
H 1.291 -1.477 0.991
H -0.633 0.183 1.973
H 1.522 1.821 1.444
H 2.343 1.138 -1.129
N 0.391 -1.197 0.578
O -2.945 -0.142 -1.098
```

How is the electron density shared among the atoms? According to natural (NBO), the charges in e are:
1. C 0.42
2. C -0.31
3. C -0.08
4. C -0.09
5. C -0.22
6. C -0.22
7. H 0.13
8. H 0.23
9. H 0.21
10. H 0.36
11. H 0.21
12. H 0.22
13. H 0.24
14. N -0.59
15. O -0.51


No. 9
Density functional theory data (the ωB97M-V functional and the def2-TZVPD basis) for the molecule C6H7NO.

LUMO energy	0.0168	Ha
HOMO-LUMO gap	9.15	eV
HOMO	-8.69	eV
ΔE to the lowest compared entry with this formula, charge and spin	455.24	kJ/mol

Structure (XYZ):
```
15
C6H7NO (the ωB97M-V functional and the def2-TZVPD basis)
O -4.377 0.681 -0.149
N -3.281 0.230 0.000
C -2.479 -0.590 0.267
C -1.147 -1.041 0.049
C 0.038 -0.433 -0.221
C 0.314 1.016 -0.020
C 1.765 0.604 0.253
C 1.591 -0.768 -0.240
H -1.130 -2.143 0.093
H -0.287 1.545 0.653
H 0.343 1.567 -1.012
H 2.545 1.169 -0.128
H 2.027 0.550 1.364
H 2.084 -0.784 -1.255
H 1.994 -1.603 0.347
```

How is the electron density shared among the atoms? According to natural (NBO), the charges in e are:
1. O -0.38
2. N 0.20
3. C 0.16
4. C -0.33
5. C 0.10
6. C -0.45
7. C -0.38
8. C -0.42
9. H 0.23
10. H 0.22
11. H 0.21
12. H 0.21
13. H 0.20
14. H 0.22
15. H 0.23


No. 10
Density functional theory data (the ωB97M-V functional and the def2-TZVPD basis) for the molecule C6H7NO.

LUMO energy	0.0353	Ha
HOMO-LUMO gap	10.53	eV
HOMO	-9.57	eV
ΔE to the lowest compared entry with this formula, charge and spin	344.50	kJ/mol

Structure (XYZ):
```
15
C6H7NO (the ωB97M-V functional and the def2-TZVPD basis)
O 0.384 -2.401 2.072
C 0.528 -1.612 1.152
N 0.943 -1.671 -0.223
C 0.035 -0.676 -0.630
C 0.373 0.675 -1.350
C -0.305 1.656 -0.627
C -0.810 1.133 0.825
C -0.003 -0.156 0.795
H 1.321 -2.603 -0.725
H -0.839 -1.029 -1.103
H 0.721 0.744 -2.402
H -0.762 2.656 -1.059
H -0.654 1.801 1.587
H -1.923 1.103 0.643
H 0.992 0.379 1.046
```

How is the electron density shared among the atoms? According to natural (NBO), the charges in e are:
1. O -0.56
2. C 0.73
3. N -0.65
4. C -0.09
5. C -0.23
6. C -0.17
7. C -0.42
8. C -0.33
9. H 0.41
10. H 0.19
11. H 0.22
12. H 0.22
13. H 0.22
14. H 0.21
15. H 0.23


No. 11
Density functional theory data (the ωB97M-V functional and the def2-TZVPD basis) for the molecule C6H7NO.

LUMO energy	0.0017	Ha
HOMO-LUMO gap	8.57	eV
HOMO	-8.53	eV
ΔE to the lowest compared entry with this formula, charge and spin	341.01	kJ/mol

Structure (XYZ):
```
15
C6H7NO (the ωB97M-V functional and the def2-TZVPD basis)
C -1.375 -1.639 -1.549
C -0.545 -0.957 -0.492
N -0.694 0.314 -0.377
C 0.356 0.858 0.375
C 0.369 2.204 0.646
O 1.418 2.746 1.396
C 1.149 -0.213 0.878
C 0.655 -1.482 0.441
H -2.403 -1.828 -0.998
H -0.917 -2.728 -1.793
H -1.438 -1.217 -2.614
H -0.704 2.709 0.187
H 1.158 3.789 1.266
H 2.092 -0.124 1.486
H 0.879 -2.432 1.149
```

How is the electron density shared among the atoms? According to natural (NBO), the charges in e are:
1. C -0.67
2. C 0.24
3. N -0.46
4. C -0.06
5. C 0.21
6. O -0.64
7. C -0.22
8. C -0.31
9. H 0.24
10. H 0.21
11. H 0.25
12. H 0.23
13. H 0.49
14. H 0.23
15. H 0.25


No. 12
Density functional theory data (the ωB97M-V functional and the def2-TZVPD basis) for the molecule C6H7NO.

LUMO energy	0.0335	Ha
HOMO-LUMO gap	8.49	eV
HOMO	-7.58	eV
ΔE to the lowest compared entry with this formula, charge and spin	358.28	kJ/mol

Structure (XYZ):
```
15
C6H7NO (the ωB97M-V functional and the def2-TZVPD basis)
N -2.404 -0.029 0.829
C -1.161 -0.063 0.057
O -1.193 -0.728 -1.071
C 0.212 -0.761 -1.500
C 0.968 -0.076 -0.587
C 0.073 0.572 0.374
C 1.346 0.960 1.276
C 2.276 0.282 0.219
H -1.941 0.160 1.743
H -2.954 -0.905 0.736
H 0.384 -1.422 -2.318
H 1.372 0.252 2.228
H 1.345 2.117 1.196
H 2.807 -0.635 0.562
H 3.075 0.976 -0.407
```

How is the electron density shared among the atoms? According to natural (NBO), the charges in e are:
1. N -0.83
2. C 0.50
3. O -0.43
4. C 0.00
5. C -0.07
6. C -0.25
7. C -0.41
8. C -0.41
9. H 0.38
10. H 0.39
11. H 0.20
12. H 0.23
13. H 0.25
14. H 0.22
15. H 0.22


No. 13
Density functional theory data (the ωB97M-V functional and the def2-TZVPD basis) for the molecule C6H7NO.

LUMO energy	0.0313	Ha
HOMO-LUMO gap	10.06	eV
HOMO	-9.21	eV
ΔE to the lowest compared entry with this formula, charge and spin	252.11	kJ/mol

Structure (XYZ):
```
15
C6H7NO (the ωB97M-V functional and the def2-TZVPD basis)
O 2.558 -0.497 -0.037
C 1.371 -0.459 -0.101
C 0.188 -0.322 -1.131
C -0.521 -1.367 -0.189
C 0.258 -0.648 0.945
C -0.309 0.759 0.851
N 0.515 1.745 0.217
C -0.422 0.981 -0.597
H 0.323 -0.563 -2.237
H -1.633 -1.292 -0.240
H -0.281 -2.455 -0.293
H 0.332 -1.010 1.953
H -1.194 1.001 1.451
H 0.199 2.693 0.408
H -1.383 1.432 -1.001
```

How is the electron density shared among the atoms? According to natural (NBO), the charges in e are:
1. O -0.50
2. C 0.65
3. C -0.34
4. C -0.39
5. C -0.36
6. C -0.09
7. N -0.59
8. C -0.09
9. H 0.24
10. H 0.21
11. H 0.22
12. H 0.23
13. H 0.21
14. H 0.37
15. H 0.22


No. 14
Density functional theory data (the ωB97M-V functional and the def2-TZVPD basis) for the molecule C6H7NO.

LUMO energy	0.0255	Ha
HOMO-LUMO gap	9.25	eV
HOMO	-8.55	eV
ΔE to the lowest compared entry with this formula, charge and spin	204.81	kJ/mol

Structure (XYZ):
```
15
C6H7NO (the ωB97M-V functional and the def2-TZVPD basis)
C -2.295 0.795 0.275
C -1.451 -0.445 -0.045
O -1.911 -1.505 -0.458
C 0.046 -0.171 -0.152
C 0.806 0.894 -0.364
C 2.176 0.500 -0.197
C 2.117 -0.822 0.156
N 0.906 -1.255 0.119
H -1.839 1.155 1.410
H -2.395 1.569 -0.611
H -3.293 0.226 0.185
H 0.515 1.879 -0.534
H 3.089 1.193 -0.330
H 3.012 -1.618 0.340
H 0.518 -2.396 0.207
```

How is the electron density shared among the atoms? According to natural (NBO), the charges in e are:
1. C -0.75
2. C 0.57
3. O -0.56
4. C -0.04
5. C -0.25
6. C -0.34
7. C -0.01
8. N -0.51
9. H 0.25
10. H 0.26
11. H 0.25
12. H 0.22
13. H 0.23
14. H 0.21
15. H 0.46


No. 15
Density functional theory data (the ωB97M-V functional and the def2-TZVPD basis) for a structure of composition C6H7NO.

LUMO energy	-0.0423	Ha
HOMO-LUMO gap	8.66	eV
HOMO	-9.81	eV
ΔE to the lowest compared entry with this formula, charge and spin	653.36	kJ/mol

Structure (XYZ):
```
15
C6H7NO (the ωB97M-V functional and the def2-TZVPD basis)
C -1.061 -0.528 1.671
C -0.142 -1.266 0.512
C 0.211 -0.332 -0.579
C -0.086 1.005 -0.611
C 0.552 1.701 -1.669
C 1.325 -0.221 -1.485
H -2.250 -0.748 1.259
H -0.889 0.908 1.715
H -0.724 -0.935 2.956
H 0.722 -1.208 1.397
H -0.443 -2.366 0.435
H -1.284 1.316 -0.208
H 2.229 -0.907 -1.332
N 1.595 0.766 -2.213
O 0.244 2.817 -1.848
```

How is the electron density shared among the atoms? According to natural (NBO), the charges in e are:
1. C -0.66
2. C -0.49
3. C -0.08
4. C -0.23
5. C 0.59
6. C 0.14
7. H 0.23
8. H 0.24
9. H 0.24
10. H 0.26
11. H 0.26
12. H 0.23
13. H 0.19
14. N -0.45
15. O -0.45